Computed, not measured: a 2-piece molecular cluster, C35H43OSi overall at a distorted geometry, with the ωB97M-V functional and the def2-TZVPD basis.

The value obtained for the highest occupied orbital energy is -11.0 eV. The total charge is +1. As for the LUMO energy: -5.83 eV. Its HOMO-LUMO gap is 5.1293 eV.

The geometry in XYZ format:
```
80
C35H43OSi (the ωB97M-V functional and the def2-TZVPD basis)
C -0.26419 -1.78493 0.46531
C -0.20485 -2.50932 -0.77113
C -1.17905 -2.33945 -1.78681
C -1.27315 -3.24576 -2.84502
C -0.34850 -4.29608 -2.96460
C 0.67458 -4.42716 -2.01370
C 0.75161 -3.54344 -0.94218
C 0.82925 -1.67453 1.40279
C 0.27702 -1.43531 2.70536
C 1.05567 -1.55370 3.84699
C 2.42553 -1.78788 3.69569
C 2.99247 -1.94029 2.41729
C 2.19426 -1.89859 1.26822
C -1.17432 -1.35344 2.57436
C -1.50190 -1.55978 1.18721
C -2.83263 -1.73403 0.82667
C -3.82666 -1.59672 1.80126
C -3.49433 -1.44158 3.15556
C -2.15478 -1.35886 3.55097
H -1.86620 -1.49489 -1.72773
H -2.07931 -3.14344 -3.57758
H -0.42127 -5.00782 -3.78857
H 1.41167 -5.23035 -2.08266
H 1.51523 -3.69488 -0.18400
H 0.56960 -1.50288 4.82111
H 3.05752 -1.87905 4.57894
H 4.06142 -2.11107 2.30838
H 2.62483 -2.03425 0.28235
H -3.08414 -1.97492 -0.20094
H -4.87108 -1.62202 1.49479
H -4.28410 -1.40794 3.90294
H -1.85620 -1.33390 4.59508
C -0.84953 3.68589 4.57716
C 0.53328 3.23234 4.11991
C 1.27279 4.32483 3.33169
C 2.58044 3.85374 2.65746
Si 2.64138 3.82990 0.76403
C 2.46600 5.62657 0.18535
C 3.44170 6.71263 0.73209
C 4.32137 7.41012 -0.31754
C 5.35308 8.37322 0.26803
C 4.36690 3.31887 0.22872
C 4.75028 1.93185 0.73560
C 6.14973 1.50740 0.29476
C 6.46391 0.09185 0.75878
C 1.40472 2.55934 0.16963
C 0.07809 2.33876 0.50574
C -0.37223 1.19709 -0.20644
C 0.70548 0.71589 -0.89802
O 1.78584 1.51099 -0.67938
H -1.34386 2.89459 5.14511
H -0.78202 4.56643 5.22279
H -1.49030 3.93380 3.72541
H 1.13726 2.95932 4.99604
H 0.45238 2.32844 3.49782
H 0.59191 4.75134 2.57781
H 1.50726 5.15405 4.01833
H 3.40506 4.53189 2.93326
H 2.86457 2.84866 3.00511
H 2.49017 5.61326 -0.91439
H 1.43703 5.88949 0.47577
H 2.85129 7.48857 1.24428
H 4.09327 6.27875 1.50524
H 4.83115 6.64672 -0.91790
H 3.67250 7.96802 -1.00297
H 5.92524 8.85041 -0.53081
H 4.87845 9.17033 0.84560
H 6.06758 7.86155 0.91712
H 4.40649 3.35062 -0.87203
H 5.07094 4.08157 0.60009
H 4.69488 1.90869 1.83457
H 4.02020 1.19586 0.37124
H 6.21266 1.57413 -0.79864
H 6.87679 2.21768 0.70765
H 7.45258 -0.21699 0.41368
H 6.45129 0.02554 1.85168
H 5.73060 -0.62082 0.36603
H -0.49154 2.93117 1.21782
H -1.38311 0.81203 -0.18838
H 0.78286 -0.10002 -1.62311
```

These are the Mulliken partial charges, in e, on atoms 1 to 8: number 1, C, carries 0.1215; number 2, C, carries 0.9461; number 3, C, carries 0.0177; number 4, C, carries -1.1309; number 5, C, carries -0.3591; number 6, C, carries -0.9658; number 7, C, carries -0.5169; number 8, C, carries -0.0507



Computed, not measured: an isolated ion of composition C29H30N3O3 and charge +1 at a distorted geometry, with the ωB97M-V functional and the def2-TZVPD basis.

The value obtained for the highest occupied orbital energy is -10.1 eV. The total charge is +1. As for the LUMO energy: -2.03 eV. Its HOMO-LUMO gap is 8.0976 eV. Its SMILES is COc1ccc([C@H](c2cn(C)c3ccccc23)c2n(-c3c(OC)cccc3OC)cc[n+]2C)cc1.

The geometry in XYZ format:
```
65
C29H30N3O3 (the ωB97M-V functional and the def2-TZVPD basis)
C 3.70877 -5.70642 0.84616
O 2.32911 -5.54779 0.44504
C 1.87087 -4.28606 0.27177
C 2.72507 -3.16923 0.31792
C 2.19541 -1.92522 0.01649
C 0.84075 -1.69502 -0.07009
C 0.24425 -0.26790 -0.24421
C 0.62793 0.30504 -1.56087
C 1.79182 0.05933 -2.27327
N 1.83658 0.88450 -3.36864
C 2.89642 0.84724 -4.33402
C 0.64727 1.61409 -3.44462
C 0.19379 2.38753 -4.50106
C -1.15299 2.80864 -4.43234
C -1.99676 2.39960 -3.38462
C -1.50944 1.60566 -2.33230
C -0.17649 1.20878 -2.35881
C 0.46858 0.65058 0.86100
N -0.51287 1.28296 1.56300
C -1.94387 1.06559 1.49204
C -2.43412 -0.22391 1.73101
O -1.47217 -1.14683 1.98244
C -1.79920 -2.44616 2.52951
C -3.80621 -0.47900 1.93062
C -4.64348 0.60208 2.17061
C -4.16603 1.90254 2.11366
C -2.81654 2.13967 1.77630
O -2.25585 3.37785 1.79743
C -3.10087 4.50833 2.12649
C 0.08802 2.09355 2.53229
C 1.41201 1.90979 2.46543
N 1.63958 1.05935 1.39270
C 3.00666 0.94440 0.93226
C -0.00765 -2.80055 -0.13694
C 0.50899 -4.08037 -0.05923
H 3.79691 -6.78393 0.97028
H 4.39257 -5.33811 0.06685
H 3.90361 -5.17834 1.79091
H 3.79979 -3.25347 0.48900
H 2.92139 -1.13753 -0.12257
H -0.83751 -0.35089 -0.27855
H 2.61067 -0.61417 -2.04592
H 2.77085 1.67718 -5.02996
H 3.86874 0.92001 -3.82936
H 2.90326 -0.10215 -4.88481
H 0.85570 2.63383 -5.33258
H -1.55167 3.43995 -5.21865
H -3.05248 2.67962 -3.39126
H -2.13359 1.26905 -1.50265
H -0.82695 -2.90740 2.74436
H -2.40230 -2.33376 3.44778
H -2.36020 -3.02722 1.77283
H -4.18012 -1.49770 1.98609
H -5.68475 0.44984 2.44287
H -4.80594 2.75037 2.35513
H -2.43698 5.37156 2.17380
H -3.87353 4.66079 1.35721
H -3.59858 4.38172 3.10178
H -0.47526 2.77131 3.13020
H 2.22281 2.35132 2.99559
H 3.11918 0.51519 -0.06107
H 3.42039 1.95847 0.85494
H 3.58940 0.37892 1.67205
H -1.07410 -2.62519 -0.23559
H -0.11864 -4.94192 -0.21180
```

These are the Mulliken partial charges, in e, on atoms 1 to 8: number 1, C, carries -0.8146; number 2, O, carries -0.4667; number 3, C, carries 0.8444; number 4, C, carries -1.2833; number 5, C, carries -0.2800; number 6, C, carries 0.3250; number 7, C, carries 0.8954; number 8, C, carries 0.6161



Computed, not measured: a 10-piece molecular cluster, C31H89N11O10 overall at a distorted geometry, with the ωB97M-V functional and the def2-TZVPD basis.

The value obtained for the highest occupied orbital energy is -9.1 eV. The total charge is 0. As for the LUMO energy: 0.02 eV. Its HOMO-LUMO gap is 9.1105 eV. Its energy above the lowest of the compared OMol25 structures with the same formula, charge and spin is 126.4 kcal per mole. Its SMILES is COC[C@H](C)N.COC[C@H](C)N.COC[C@H](C)N.COC[C@H](C)N.COC[C@H](C)N.COC[C@H](C)N.COC[C@H](C)N.NC(N)=O.NC(N)=O.CO.

The geometry in XYZ format:
```
141
C31H89N11O10 (the ωB97M-V functional and the def2-TZVPD basis)
C 1.96374 5.96099 3.68528
O 1.61672 7.28714 4.01511
C 0.26938 7.51743 4.09420
C -0.30338 7.89226 2.67299
C 0.22413 9.18560 2.05733
N -1.70701 8.13151 2.72561
H 2.95058 5.65789 4.03510
H 1.96146 5.69709 2.62771
H 1.34068 5.26440 4.24623
H -0.30312 6.81620 4.70134
H 0.28822 8.49835 4.56911
H -0.07559 7.10595 1.95331
H 0.18498 9.14872 0.96865
H 1.28743 9.12105 2.28825
H -0.16826 10.10206 2.49805
H -1.90461 8.69393 3.54093
H -1.93404 8.66727 1.90007
C -1.17029 0.90707 -7.86316
O -0.73841 -0.11275 -8.71149
C -0.15557 0.37142 -9.88252
C 0.24134 -0.82699 -10.74121
C 1.44877 -1.52712 -10.19074
N 0.53670 -0.54260 -12.17831
H -1.90096 1.49848 -8.41494
H -0.32497 1.52674 -7.56393
H -1.66006 0.46746 -6.99427
H -0.86125 0.94333 -10.48504
H 0.66973 1.06498 -9.72143
H -0.58106 -1.54231 -10.73170
H 2.34542 -0.91543 -10.09100
H 1.72478 -2.41309 -10.76256
H 1.13290 -2.03016 -9.27680
H 0.95569 -1.41609 -12.46392
H 1.30929 0.10388 -12.25101
C 5.54936 0.20779 1.36596
O 6.36150 -0.04096 2.44292
C 7.15111 -1.19553 2.34588
C 7.71020 -1.66737 3.74450
C 8.56506 -2.89418 3.62987
N 6.63012 -1.81863 4.75282
H 6.13841 0.47836 0.48965
H 5.00858 1.10116 1.67830
H 4.84795 -0.57678 1.08210
H 6.62374 -2.03979 1.90178
H 7.97530 -0.83883 1.72817
H 8.31486 -0.78069 3.93497
H 9.43988 -2.78677 2.98858
H 8.05878 -3.61762 2.99079
H 8.76481 -3.46611 4.53602
H 6.05173 -2.52759 4.32509
H 6.01686 -1.01620 4.74208
C -6.56918 -0.21036 -1.92319
O -6.64753 -1.41140 -1.17628
C -5.38182 -2.07872 -1.03799
C -5.70649 -3.56671 -0.60297
C -6.64335 -3.69041 0.61815
N -4.50972 -4.29687 -0.36159
H -6.04234 0.52955 -1.32062
H -7.52530 0.19185 -2.25808
H -6.16078 -0.41865 -2.91209
H -4.85511 -2.04906 -1.99182
H -4.76653 -1.40638 -0.44010
H -6.19149 -4.02500 -1.46486
H -6.34365 -2.87284 1.27379
H -6.39736 -4.67132 1.02486
H -7.68893 -3.91684 0.40940
H -3.84434 -4.06665 -1.08573
H -4.08902 -3.86838 0.45051
C 3.09902 -5.64027 3.22224
O 2.00411 -5.14166 4.01411
C 1.22097 -4.18376 3.26802
C 0.11299 -3.60824 4.02619
C -0.61682 -4.68945 4.94413
N -0.77557 -3.07031 3.02431
H 2.98692 -5.83567 2.15577
H 3.47039 -6.50036 3.77940
H 3.88087 -4.88090 3.20938
H 1.89599 -3.42425 2.87356
H 0.84756 -4.84867 2.48919
H 0.43151 -2.79922 4.68355
H -1.42684 -4.20586 5.49011
H 0.07687 -5.12284 5.66460
H -1.05982 -5.49082 4.35281
H -1.55123 -2.53853 3.39263
H -0.21386 -2.38280 2.54275
C -5.05557 -1.37391 9.63743
O -4.19119 -0.24410 9.57999
C -3.59797 0.00738 8.34990
C -3.18224 1.54717 8.25474
C -2.55163 1.94717 6.86816
N -2.22509 1.91259 9.25637
H -5.77877 -1.25529 8.83057
H -5.63723 -1.67061 10.51021
H -4.42468 -2.23369 9.41190
H -2.68331 -0.54740 8.14080
H -4.31691 -0.11219 7.53939
H -4.02763 2.22876 8.34884
H -2.78094 1.20769 6.10089
H -1.46688 2.05291 6.88324
H -2.94374 2.93110 6.61079
H -1.38319 1.39898 9.03841
H -1.76553 2.78674 9.04480
C 1.10360 -3.83781 -4.23601
O 1.08051 -5.01177 -3.47506
C 2.35373 -5.50793 -3.00700
C 3.24754 -6.05834 -4.10430
C 2.66263 -7.34157 -4.63987
N 4.65021 -6.27758 -3.62965
H 0.08294 -3.45641 -4.26582
H 1.51173 -3.89987 -5.24481
H 1.60432 -3.04696 -3.67750
H 2.98846 -4.72989 -2.58289
H 2.26183 -6.38119 -2.36119
H 3.24066 -5.19783 -4.77331
H 2.59920 -8.09158 -3.85148
H 3.26580 -7.78816 -5.43033
H 1.66217 -7.25630 -5.06403
H 4.79590 -7.08433 -3.03971
H 5.24232 -6.51451 -4.41283
N -6.08088 6.07941 -2.82309
C -4.87059 6.31951 -3.14799
N -4.16390 6.50957 -2.08169
O -4.39733 6.28501 -4.27859
H -6.72073 5.89347 -3.58212
H -6.42075 6.08651 -1.87202
H -3.25014 6.83251 -2.36604
H -4.55569 6.86463 -1.22115
N 3.33301 4.64362 -4.60301
C 2.15603 4.42146 -4.04109
N 1.27711 5.33513 -4.31539
O 1.96250 3.48815 -3.30143
H 3.38725 5.47316 -5.17662
H 4.03440 3.91890 -4.54887
H 1.61783 6.15182 -4.80226
H 0.29615 5.17176 -4.13895
C -1.48015 1.89671 -0.27723
O -0.31651 1.26605 0.27763
H -1.85346 1.34795 -1.14188
H -2.28095 1.95709 0.45977
H -1.25759 2.94120 -0.49541
H 0.35188 1.38250 -0.40156
```

These are the Mulliken partial charges, in e, on atoms 1 to 8: number 1, C, carries -0.7278; number 2, O, carries -0.3369; number 3, C, carries -0.8180; number 4, C, carries 0.6612; number 5, C, carries -1.5433; number 6, N, carries -0.7204; number 7, H, carries 0.2932; number 8, H, carries 0.2643



Computed, not measured: C5H8F6NO7RbS3 as an isolated structure at a distorted geometry, with the ωB97M-V functional and the def2-TZVPD basis.

The value obtained for the highest occupied orbital energy is -9.7 eV. The total charge is 0. As for the LUMO energy: -0.57 eV. Its HOMO-LUMO gap is 9.1654 eV.

The geometry in XYZ format:
```
31
C5H8F6NO7RbS3 (the ωB97M-V functional and the def2-TZVPD basis)
Rb -2.10949 1.57870 0.94795
C -4.79066 -1.34213 -0.63847
F -4.63563 -2.30111 -1.50370
F -4.31424 -0.21631 -1.20260
F -6.04844 -1.14521 -0.30023
S -3.78577 -1.57507 0.98544
O -4.24376 -0.53721 1.88881
O -4.05384 -2.93155 1.40570
N -2.22938 -1.21589 0.40915
S -1.46436 -2.58806 0.43861
O -1.16487 -3.06918 1.77031
O -1.81964 -3.56813 -0.54767
C 0.22998 -1.91332 -0.04434
F 0.41517 -0.68925 0.45307
F 1.13798 -2.79970 0.35231
F 0.37731 -1.83652 -1.38231
O 0.01342 2.68007 -0.58040
S 1.42296 2.59854 -0.91704
O 2.25228 3.74424 -1.15329
O 2.13754 1.69646 0.22034
C 3.52225 1.94734 0.58814
C 3.73774 1.07718 1.81645
C 1.55163 1.43751 -2.29633
H 3.77879 2.99866 0.70649
H 4.06958 1.60798 -0.29895
H 3.47880 0.04885 1.58190
H 3.03857 1.45847 2.56366
H 4.73584 1.16894 2.23684
H 0.96645 1.77735 -3.14292
H 1.18098 0.52548 -1.83376
H 2.61279 1.38288 -2.52316
```

These are the Mulliken partial charges, in e, on atoms 1 to 8: number 1, Rb, carries 0.9559; number 2, C, carries 0.7103; number 3, F, carries -0.1887; number 4, F, carries -0.2456; number 5, F, carries -0.2152; number 6, S, carries 0.9098; number 7, O, carries -0.6543; number 8, O, carries -0.5664



Computed, not measured: one molecule with the formula C22H24N4O4S at a distorted geometry, with the ωB97M-V functional and the def2-TZVPD basis.

The value obtained for the highest occupied orbital energy is -8.7 eV. The total charge is 0. As for the LUMO energy: 0.27 eV. Its HOMO-LUMO gap is 8.9657 eV. Its energy above the lowest of the compared OMol25 structures with the same formula, charge and spin is 0.0 kcal per mole. Its SMILES is O=C(Cn1c(=O)n(CC(=O)N2CCCCC2)c(=O)c2sccc21)NCc1ccccc1.

The geometry in XYZ format:
```
55
C22H24N4O4S (the ωB97M-V functional and the def2-TZVPD basis)
O -2.08426 -3.91629 1.06887
C -1.89917 -2.72549 0.91873
C -2.56675 -1.69955 1.85176
N -2.91963 -0.46936 1.18233
C -2.03259 0.58083 1.27301
O -1.08503 0.55255 2.03119
N -2.28238 1.68102 0.47352
C -1.12313 2.53022 0.29160
C -0.06650 1.67783 -0.42904
O -0.34394 0.54343 -0.79432
N 1.12537 2.23901 -0.65199
C 1.56841 3.50694 -0.12169
C 2.37934 3.27475 1.16511
C 3.07987 1.91224 1.09023
C 3.47561 1.61246 -0.35288
C 2.20580 1.42877 -1.19177
C -3.35645 1.85752 -0.40526
O -3.45336 2.85729 -1.08430
C -4.25226 0.73578 -0.38930
S -5.66498 0.57086 -1.37150
C -5.88288 -1.03505 -0.80991
C -4.93542 -1.43895 0.07833
C -3.99049 -0.41650 0.32992
N -1.11575 -2.19107 -0.02653
C -0.29141 -2.99560 -0.89823
C 1.16546 -2.63607 -0.76834
C 1.69538 -2.25905 0.45957
C 3.03782 -1.94749 0.57910
C 3.86835 -2.01114 -0.52734
C 3.34647 -2.37827 -1.75599
C 2.00249 -2.68555 -1.87523
H -3.44677 -2.15432 2.30926
H -1.84915 -1.44516 2.63850
H -0.75674 2.85839 1.26538
H -1.43506 3.37796 -0.32217
H 0.72438 4.17119 0.05373
H 2.20198 3.96831 -0.88517
H 3.11117 4.07626 1.27308
H 1.72500 3.29864 2.03681
H 2.40100 1.12981 1.43470
H 3.95630 1.90603 1.73812
H 4.08223 2.43267 -0.74136
H 4.06895 0.70072 -0.40630
H 1.87430 0.38861 -1.16441
H 2.38193 1.70777 -2.23654
H -6.71309 -1.60800 -1.17302
H -4.90427 -2.42002 0.51352
H -0.95697 -1.19257 -0.09877
H -0.61539 -2.86215 -1.93629
H -0.45286 -4.04181 -0.61355
H 1.05396 -2.21243 1.32709
H 3.43818 -1.65845 1.53991
H 4.91993 -1.78121 -0.43207
H 3.98779 -2.42521 -2.62395
H 1.59923 -2.97114 -2.83614
```

These are the Mulliken partial charges, in e, on atoms 1 to 8: number 1, O, carries -0.7176; number 2, C, carries 0.9707; number 3, C, carries -1.2126; number 4, N, carries 0.1342; number 5, C, carries 0.4643; number 6, O, carries -0.6372; number 7, N, carries 0.1869; number 8, C, carries -1.5129